(1)
Entry from OMol25: a structure of composition C52H44AsBrFN8OPSr (ωB97M-V/def2-TZVPD).

ORCA input file:
```
! RIJCOSX wB97M-V def2-TZVPD def2/J DEFGRID3
* xyz 0 1
Sr 0.98 0.78 1.02
Br 0.91 -0.73 3.53
As -2.16 6.51 -2.10
P 0.27 2.83 -0.81
F 1.02 -5.41 -1.73
O 0.23 6.16 2.76
N -4.92 2.64 3.44
N 4.48 2.58 0.29
N -4.95 3.54 2.44
N 0.08 7.88 4.12
N -4.61 1.62 1.45
N 1.41 7.69 3.82
N 5.52 1.76 0.59
N 3.57 0.64 0.72
C -2.87 5.85 3.06
C -5.01 9.43 0.29
C 1.00 -4.16 -1.19
C 3.73 6.10 3.69
C -3.93 7.63 4.93
C 1.29 3.10 2.24
C 1.64 8.24 -2.68
C -2.58 7.66 4.63
C 4.96 5.48 3.53
C 3.35 1.89 0.38
C -3.13 9.07 -1.16
C -2.04 6.78 3.70
C -0.49 2.67 3.83
C 1.96 -3.25 -1.57
C 1.16 8.46 -0.34
C 1.90 -1.97 -1.01
C 1.70 2.89 -1.95
C 2.02 8.64 -1.42
C -5.26 4.93 2.69
C 0.40 7.64 -2.87
C -0.58 6.96 3.50
C -0.96 2.73 1.48
C -1.38 2.54 2.79
C -0.47 4.44 -1.31
C 0.84 2.92 3.54
C -0.07 7.86 -0.53
C -4.77 2.92 1.27
C 4.65 4.02 0.06
C 3.19 3.91 -3.55
C -4.72 1.50 2.80
C 0.01 -2.56 0.27
C -4.31 7.19 -0.25
C 3.62 2.65 -3.96
C -5.18 8.06 0.40
C 2.24 4.03 -2.55
C 2.78 6.07 2.68
C 0.94 -1.56 -0.07
C 0.02 -3.85 -0.27
C 3.07 1.51 -3.39
C -1.80 5.00 -0.83
C 4.93 0.61 0.83
C -3.28 7.69 -1.04
C -4.74 6.71 4.30
C 2.11 1.63 -2.40
C 4.32 4.80 1.31
C 1.48 6.67 3.04
C -4.23 5.81 3.37
C 3.09 5.44 1.47
C 0.36 3.10 1.16
C 5.25 4.82 2.35
C -0.46 7.44 -1.80
C -3.99 9.93 -0.49
H 5.68 5.50 4.34
H 2.69 -1.28 -1.33
H 4.00 4.31 -0.76
H 1.58 3.00 4.33
H 5.68 4.16 -0.26
H 0.30 5.19 -1.10
H 2.36 5.42 0.67
H -5.69 10.10 0.80
H 2.34 3.30 2.13
H -4.45 6.12 -0.17
H 2.37 2.31 0.22
H -2.60 4.27 -0.92
H 2.98 9.12 -1.27
H -0.81 2.55 4.85
H 6.19 4.30 2.23
H -5.80 6.68 4.54
H 1.46 8.79 0.65
H 2.29 8.40 -3.53
H -4.64 0.56 3.32
H -0.75 -2.36 1.02
H -0.70 -4.60 0.01
H -1.75 5.37 0.20
H 4.36 2.57 -4.75
H -1.93 8.37 5.13
H -6.17 4.94 3.29
H -4.34 8.31 5.66
H -0.49 4.35 -2.41
H 1.67 0.73 -1.99
H 1.93 5.02 -2.24
H -2.40 2.29 2.96
H -4.81 3.43 0.32
H -2.33 9.48 -1.77
H -1.68 2.61 0.68
H -5.53 5.36 1.72
H -5.99 7.66 1.00
H -3.85 11.00 -0.59
H 5.48 -0.28 1.10
H 3.49 6.59 4.62
H 3.38 0.53 -3.73
H 2.72 -3.54 -2.29
H -2.45 5.15 2.34
H 3.61 4.80 -4.00
H -0.74 7.73 0.31
H 0.10 7.32 -3.86
*
```

The calculation puts the HOMO energy at -6.66 eV. Its HOMO-LUMO gap is 0.220 Eh. The calculation puts the relative energy (zero: lowest compared OMol25 entry of this formula, charge and spin) at 4.2554 eV.

Here are the Mulliken charges for atoms 1 to 99, given in e: 1.31, -0.70, 0.23, 0.17, -0.34, 0.56, -0.96, 1.43, 1.10, -0.37, -0.59, -0.70, -1.07, -0.40, 1.18, -0.58, 0.58, -1.08, -1.11, 2.15, -0.68, -0.97, -0.95, 1.01, -0.28, -0.13, -1.11, -0.90, -0.71, 0.29, 1.22, -0.63, -1.24, -0.69, 0.03, 1.76, -0.81, -1.33, -1.38, 0.26, 0.00, -0.64, -0.23, -0.38, -0.45, 0.02, -0.84, -0.50, -0.45, 0.43, -0.27, -0.80, -0.59, -0.12, -0.30, 0.07, -0.63, -0.60, 0.59, 0.11, 0.25, -0.10, -3.13, -0.73, -0.03, -0.68, 0.42, 0.25, -0.46, 0.52, 0.58, -0.46, 1.14, 0.41, 0.17, 0.32, -1.65, 0.71, 0.44, 0.52, 0.49, 0.39, 0.56, 0.45, 0.45, 0.29, 0.38, 0.02, 0.40, 0.58, 0.37, 0.42, 0.88, 0.58, 0.28, 0.41, 0.47, 0.43, 0.69


(2)
Entry from OMol25: a structure of composition C52H44BrCl2FeIN3O4 (ωB97M-V/def2-TZVPD).

ORCA input file:
```
! RIJCOSX wB97M-V def2-TZVPD def2/J DEFGRID3
* xyz 0 6
I 0.26 1.78 -3.60
Br 0.61 -0.18 -6.52
Fe -0.33 -0.14 0.38
Cl -6.28 -4.32 -0.89
Cl -4.30 -1.04 2.89
O -1.26 -0.66 -1.65
O 0.49 0.04 2.08
O -2.18 -0.56 0.96
O 0.50 -1.74 -0.05
N -1.64 4.31 -0.61
N -1.02 1.95 -0.28
N 1.89 0.75 -0.09
C -3.60 0.09 -4.54
C -5.15 -2.61 0.88
C -3.06 -1.38 0.51
C 2.03 -1.01 -1.73
C -4.18 -1.75 1.32
C 4.62 0.79 0.34
C -5.05 -3.21 -0.38
C 2.60 -2.91 -0.18
C 4.07 0.38 5.52
C -0.12 6.21 -0.44
C -2.21 4.74 -1.91
C -3.42 -0.57 -5.75
C 3.77 1.60 1.09
C -0.72 6.78 -1.75
C -1.28 0.91 4.05
C -2.54 0.75 -3.95
C 1.94 0.89 3.78
C 2.80 -0.18 3.55
C -0.42 -5.22 -3.40
C -1.31 3.06 -0.42
C -1.09 0.01 -5.72
C 4.68 -4.11 1.23
C 0.00 -4.21 -1.26
C -3.02 -1.99 -0.78
C -0.67 3.16 3.50
C 0.84 1.20 2.76
C -2.13 6.25 -2.02
C 3.86 -0.43 4.41
C -2.73 2.74 4.67
C 2.41 1.54 0.86
C -1.28 0.72 -4.54
C 0.80 -3.24 -1.86
C 2.15 1.69 4.90
C 3.63 -3.52 1.91
C -3.99 -2.92 -1.18
C -2.00 -1.63 -1.73
C -0.38 1.80 3.46
C 4.07 -0.06 -0.60
C -0.61 -5.19 -2.02
C -2.44 1.38 4.65
C 0.36 -4.25 -4.01
C 0.97 -3.26 -3.24
C 2.69 -0.06 -0.79
C -2.17 -0.62 -6.33
C 1.42 2.23 1.74
C -1.13 5.34 0.30
C -1.83 3.63 4.10
C 3.21 1.44 5.77
C 2.59 -2.92 1.21
C 1.46 -2.21 -0.93
C 3.64 -3.52 -0.86
C 4.68 -4.12 -0.16
H -3.14 0.68 5.09
H 5.49 -4.59 -0.70
H 2.73 -1.34 -2.50
H 5.50 -4.57 1.77
H 0.59 2.56 1.13
H -6.00 -2.82 1.52
H 1.56 -2.51 -3.74
H 0.02 3.87 3.07
H 1.88 3.08 2.25
H -0.75 7.87 -1.71
H 3.36 2.07 6.63
H -0.89 -5.99 -4.00
H 0.20 7.01 0.23
H -4.26 -1.06 -6.24
H -3.64 3.10 5.12
H -2.68 1.27 -3.01
H -1.93 -2.28 -2.61
H -1.96 5.93 0.67
H 5.69 0.82 0.50
H 1.17 -0.53 -2.19
H 4.90 0.18 6.19
H -2.84 6.71 -1.33
H 4.69 -0.74 -1.17
H 3.62 -3.51 3.00
H -1.08 -0.15 4.01
H -1.23 -5.94 -1.55
H -2.44 6.54 -3.02
H 3.63 -3.56 -1.94
H 1.48 2.52 5.11
H -3.89 -3.38 -2.16
H 1.75 -2.46 1.72
H -0.67 4.85 1.15
H -2.04 4.69 4.10
H -4.57 0.09 -4.06
H 0.76 5.60 -0.66
H -1.64 4.27 -2.72
H 4.16 2.25 1.86
H 4.53 -1.25 4.21
H -2.01 -1.15 -7.26
H -3.24 4.41 -1.98
H 2.63 -0.81 2.69
H -0.15 -4.17 -0.19
H 0.50 -4.27 -5.08
H -0.07 6.51 -2.59
*
```

The calculation puts the HOMO energy (alpha / beta) at -7.88 / -7.86 eV. Its HOMO-LUMO gap (alpha / beta) is 0.294 / 0.278 Eh.

Here are the Mulliken charges for atoms 1 to 99, given in e: 0.22, -0.16, 1.62, -0.25, -0.18, -0.20, -0.66, -0.43, -0.55, 0.12, -0.53, 0.50, -0.48, -0.63, -0.40, -0.71, 0.42, -1.05, 0.14, -0.06, -0.65, -0.54, -0.45, -0.69, -0.91, -0.63, -0.42, -0.20, -0.54, 0.38, -0.56, 0.40, 0.22, -0.76, -0.21, 1.06, 0.48, 3.02, -0.92, -0.81, -0.67, -0.31, 0.00, -0.56, -0.36, -0.78, -1.26, -0.15, -0.78, -0.75, -0.86, -0.96, -1.02, 0.18, -0.31, -0.48, 0.29, 0.09, -1.10, -0.99, -0.04, 2.46, -0.45, -0.89, 0.55, 0.42, 1.18, 0.41, -1.16, 0.49, 0.46, 0.71, 0.80, 0.29, 0.42, 0.41, 0.46, 0.39, 0.42, 0.26, 0.26, 0.39, 0.46, -0.63, 0.41, 0.36, 0.51, 0.55, 0.56, 0.45, 0.40, 0.40, 0.41, 0.51, 0.59, -0.39, 0.44, 0.43, 0.17


Values for strongest force on any atom, hartree/bohr, ordered as above
0.116 0.012
Values for DFT total energy, eV, ordered as above
-212327.2645 -204875.8294